Entry 1:
The following is a quantum chemistry calculation of one molecule with the formula C5H12N2O, from the Open Molecules 2025 dataset.

Geometry as XYZ:
```
20
Properties=species:S:1:pos:R:3
N -0.97 -0.29 2.40
C -0.99 0.23 1.01
C -2.30 0.83 0.65
C -0.37 -0.73 -0.01
N 0.51 0.06 -0.94
C 1.71 -0.48 -1.59
C 2.85 0.49 -1.37
O 3.74 0.49 -2.19
H -1.13 -1.32 2.42
H -0.09 0.00 2.83
H -0.25 1.11 0.95
H -2.53 1.74 1.27
H -3.20 0.19 0.96
H -2.44 1.09 -0.41
H -1.19 -1.18 -0.65
H 0.31 -1.50 0.34
H -0.05 0.52 -1.66
H 2.04 -1.40 -1.06
H 1.49 -0.74 -2.65
H 2.85 0.90 -0.33
```

Summary:
Frontier orbital gap, eV: 9.8
DFT total energy, eV: -10405.6827
Highest occupied orbital energy, Eh: -0.3254
SMILES: C[C@@H](N)CNCC=O
Energy relative to the best compared isomer or geometry (same formula, charge and spin), kJ/mol: 264.5

natural (NBO) atomic charge list, values in e, 8 entries: number 1, N, carries -0.8493; number 2, C, carries -0.0860; number 3, C, carries -0.6222; number 4, C, carries -0.2245; number 5, N, carries -0.6593; number 6, C, carries -0.3258; number 7, C, carries 0.4342; number 8, O, carries -0.5142

=====

Entry 2:
The following is a quantum chemistry calculation of a 13-piece molecular cluster, C13H52N14O13 overall, from the Open Molecules 2025 dataset.

Geometry as XYZ:
```
92
Properties=species:S:1:pos:R:3
C 4.08 0.83 -1.72
O 3.81 1.64 -0.64
H 4.98 0.25 -1.53
H 3.33 0.04 -1.80
H 4.26 1.43 -2.61
H 2.96 2.00 -0.91
C 0.21 0.35 -0.51
O -1.09 0.00 -0.53
H 0.41 1.05 0.30
H 0.80 -0.55 -0.38
H 0.43 0.86 -1.45
H -1.30 -0.21 0.39
C -3.92 -2.40 1.83
O -4.21 -1.67 3.00
H -3.23 -1.79 1.25
H -3.63 -3.44 1.95
H -4.71 -2.47 1.07
H -5.04 -1.20 2.89
C 2.02 1.58 2.96
O 1.86 0.80 4.11
H 3.06 1.89 2.85
H 1.67 0.96 2.13
H 1.31 2.39 3.11
H 2.24 1.22 4.89
C -1.30 -3.60 -0.01
O -0.12 -4.30 -0.22
H -1.19 -2.56 0.29
H -1.95 -3.82 -0.86
H -1.86 -4.14 0.76
H -0.32 -5.24 -0.29
C -2.75 3.06 -0.69
O -2.27 4.13 -1.54
H -3.82 2.85 -0.70
H -2.26 2.14 -1.01
H -2.35 3.12 0.32
H -3.01 4.72 -1.35
C 1.26 4.48 -1.20
O 1.42 3.28 -1.09
N 0.59 5.03 -2.18
N 1.53 5.35 -0.31
H 0.39 6.02 -2.29
H 0.39 4.46 -2.99
H 1.06 6.25 -0.37
H 1.76 4.89 0.56
C -1.73 1.60 3.41
O -2.37 2.58 3.47
N -0.83 1.33 4.35
N -1.77 0.69 2.52
H -0.60 2.05 5.01
H -0.02 0.78 4.06
H -1.21 -0.15 2.64
H -2.58 0.83 1.94
C 2.27 -2.72 -2.89
O 2.73 -2.20 -3.85
N 1.00 -2.53 -2.63
N 2.71 -3.62 -2.12
H 0.75 -2.72 -1.67
H 0.56 -1.74 -3.09
H 3.49 -4.20 -2.41
H 2.02 -3.90 -1.45
C 0.89 -2.36 2.73
O 0.06 -1.61 2.23
N 1.10 -3.55 2.30
N 1.72 -2.10 3.72
H 0.63 -3.89 1.47
H 1.96 -3.94 2.66
H 2.29 -2.84 4.12
H 1.79 -1.14 4.02
C -1.10 2.06 -4.82
O -0.52 3.09 -5.15
N -0.96 1.46 -3.69
N -2.01 1.38 -5.50
H -1.46 0.60 -3.52
H -0.31 1.88 -3.04
H -2.63 0.69 -5.11
H -2.14 1.71 -6.44
C -4.61 -1.09 -1.54
O -5.74 -1.50 -1.34
N -3.74 -1.76 -2.23
N -4.15 0.07 -1.17
H -3.90 -2.69 -2.58
H -2.77 -1.48 -2.12
H -4.70 0.68 -0.58
H -3.14 0.19 -1.14
C 4.58 -1.21 1.39
O 5.53 -1.00 0.74
N 3.36 -0.90 1.09
N 4.64 -1.77 2.56
H 3.24 -0.31 0.28
H 2.61 -0.97 1.76
H 5.61 -1.85 2.81
H 3.95 -1.62 3.29
```

Summary:
Frontier orbital gap (alpha / beta), eV: 8.2 / 2.2
DFT total energy, eV: -61794.5188
Highest occupied orbital energy (alpha / beta), Eh: -0.4176 / -0.4176
Charge: +1
Expectation value of S²: 0.7548
Energy relative to the best compared isomer or geometry (same formula, charge and spin), kJ/mol: 0.0
2S+1: 2

Mulliken atomic charge list, values in e, 8 entries: number 1, C, carries -0.5329; number 2, O, carries -0.4784; number 3, H, carries 0.2927; number 4, H, carries -0.0353; number 5, H, carries 0.3613; number 6, H, carries 0.4417; number 7, C, carries 0.0924; number 8, O, carries 1.6277

=====

Entry 3:
The following is a quantum chemistry calculation of a 2-piece molecular cluster, C14H10N3O6S overall, from the Open Molecules 2025 dataset.

Geometry as XYZ:
```
34
Properties=species:S:1:pos:R:3
O -4.38 1.22 3.14
N -3.94 0.07 3.13
O -4.67 -0.93 3.13
C -2.49 -0.12 3.12
C -1.95 -1.39 3.12
C -0.59 -1.56 3.10
C 0.28 -0.46 3.09
C 1.72 -0.67 3.09
C 2.64 0.29 3.12
N 4.05 -0.04 3.20
O 4.81 0.79 3.72
O 4.44 -1.12 2.76
C -0.29 0.81 3.10
C -1.66 0.98 3.11
H -2.63 -2.23 3.12
H -0.18 -2.55 3.10
H 2.06 -1.69 3.09
H 2.38 1.32 3.12
H 0.35 1.68 3.09
H -2.10 1.96 3.11
S 2.14 0.06 -0.51
C 1.11 -1.12 -1.07
C -0.14 -0.77 -1.60
C -0.99 -1.75 -2.08
C -0.62 -3.08 -2.03
N -1.51 -4.10 -2.54
O -1.16 -5.29 -2.49
O -2.60 -3.75 -3.01
C 0.62 -3.44 -1.50
C 1.47 -2.47 -1.03
H -0.42 0.26 -1.64
H -1.95 -1.50 -2.50
H 0.88 -4.48 -1.48
H 2.43 -2.74 -0.62
```

Summary:
Frontier orbital gap, eV: 4.5
DFT total energy, eV: -42264.2421
Highest occupied orbital energy, Eh: -0.1399
Charge: -1
Energy relative to the best compared isomer or geometry (same formula, charge and spin), kJ/mol: 0.0

natural (NBO) atomic charge list, values in e, 8 entries: number 1, O, carries -0.3835; number 2, N, carries 0.5199; number 3, O, carries -0.3777; number 4, C, carries 0.0186; number 5, C, carries -0.1674; number 6, C, carries -0.2064; number 7, C, carries 0.0590; number 8, C, carries -0.1452

=====

Entry 4:
The following is a quantum chemistry calculation of one molecule with the formula C3H4NP, from the Open Molecules 2025 dataset.

Geometry as XYZ:
```
9
Properties=species:S:1:pos:R:3
C 1.11 -0.50 -0.34
C -0.06 -1.22 -0.27
C -0.25 1.32 -0.02
N 0.94 0.85 0.03
P -1.50 -0.13 -0.03
H 2.08 -0.82 -0.54
H -0.20 -2.22 -0.59
H -0.50 2.35 0.19
H -1.61 0.37 1.56
```

Summary:
Frontier orbital gap, eV: 9.1
DFT total energy, eV: -13952.2474
Highest occupied orbital energy, Eh: -0.3367
SMILES: C1=NC=[PH]=C1
Energy relative to the best compared isomer or geometry (same formula, charge and spin), kJ/mol: 105.7

natural (NBO) atomic charge list, values in e, 8 entries: number 1, C, carries 0.0102; number 2, C, carries -0.5624; number 3, C, carries -0.1215; number 4, N, carries -0.4515; number 5, P, carries 0.4441; number 6, H, carries 0.2119; number 7, H, carries 0.2308; number 8, H, carries 0.2059

=====

Entry 5:
The following is a quantum chemistry calculation of one molecule with the formula C2H4NO3P, from the Open Molecules 2025 dataset.

Geometry as XYZ:
```
11
Properties=species:S:1:pos:R:3
C 0.21 -0.94 1.01
C -0.11 0.53 0.61
N 0.31 0.54 -0.75
O 0.36 -1.44 2.07
O 0.87 1.75 -1.23
O -0.06 -1.74 -0.02
P -0.53 -0.98 -1.39
H -1.19 0.48 0.72
H 0.35 1.17 1.39
H 1.68 1.35 -1.50
H -1.88 -0.73 -0.91
```

Summary:
Frontier orbital gap, eV: 9.8
DFT total energy, eV: -19057.4589
Highest occupied orbital energy, Eh: -0.3389
SMILES: O=C1CN(O)PO1
Energy relative to the best compared isomer or geometry (same formula, charge and spin), kJ/mol: 404.5

natural (NBO) atomic charge list, values in e, 8 entries: number 1, C, carries 0.7902; number 2, C, carries -0.3610; number 3, N, carries -0.4608; number 4, O, carries -0.5391; number 5, O, carries -0.5194; number 6, O, carries -0.7649; number 7, P, carries 1.0414; number 8, H, carries 0.1990

=====

Entry 6:
The following is a quantum chemistry calculation of C13H16IN3PtS as an isolated structure, from the Open Molecules 2025 dataset.

Geometry as XYZ:
```
35
Properties=species:S:1:pos:R:3
C -4.44 2.66 -1.95
C -4.58 1.64 -3.07
H -5.10 2.42 -1.12
H -4.72 3.66 -2.31
H -3.42 2.71 -1.56
H -4.17 0.67 -2.79
H -5.64 1.49 -3.31
H -4.09 1.97 -3.99
Pt 0.08 0.22 -0.06
C -0.44 0.15 -1.98
H -1.12 -0.70 -2.13
H 0.49 -0.04 -2.54
H -0.90 1.09 -2.28
I -1.37 2.34 0.47
N 3.14 -1.00 2.50
C 2.39 -2.13 2.82
C 2.79 -3.29 3.46
C 1.91 -4.37 3.45
C 0.69 -4.28 2.75
C 0.33 -3.12 2.06
C 1.19 -2.02 2.09
N 1.28 -0.84 1.33
C 2.44 -0.25 1.61
C 2.81 0.89 0.83
C 3.89 1.74 0.73
S 3.64 2.88 -0.54
C 2.15 2.17 -0.96
N 1.86 1.14 -0.14
H 4.08 -0.77 2.81
H 3.76 -3.31 3.94
H 2.16 -5.30 3.98
H 0.03 -5.16 2.78
H -0.60 -3.03 1.50
H 4.75 1.70 1.38
H 1.42 2.52 -1.68
```

Summary:
Frontier orbital gap (alpha / beta), eV: 8.0 / 3.9
DFT total energy, eV: -40373.5401
Highest occupied orbital energy (alpha / beta), Eh: -0.5512 / -0.5538
Charge: +2
Expectation value of S²: 6.0105
Energy relative to the best compared isomer or geometry (same formula, charge and spin), kJ/mol: 0.0
2S+1: 5

natural (NBO) atomic charge list, values in e, 8 entries: number 1, C, carries -0.5934; number 2, C, carries -0.6105; number 3, H, carries 0.2135; number 4, H, carries 0.2315; number 5, H, carries 0.1434; number 6, H, carries 0.1895; number 7, H, carries 0.2340; number 8, H, carries 0.2119